{"formula": "C7H15O2", "method": "ωB97M-V/def2-TZVPD", "elements": ["C", "C", "C", "O", "O", "H", "H", "H", "H", "H", "C", "C", "C", "C", "H", "H", "H", "H", "H", "H", "H", "H", "H", "H"], "xyz": [[1.960, -0.516, -1.620], [2.547, -0.618, -0.225], [1.241, -2.025, -2.003], [1.711, -2.936, -1.324], [0.387, -1.862, -2.861], [0.982, 0.093, -1.775], [2.625, -0.288, -2.423], [2.731, 0.399, 0.094], [3.588, -1.075, -0.095], [1.742, -0.931, 0.423], [-1.077, 0.569, 0.533], [-2.379, 0.068, 0.014], [-1.310, 2.066, 0.807], [-0.606, -0.068, 1.855], [-0.279, 0.406, -0.255], [-2.931, 0.819, -0.494], [-3.112, -0.236, 0.846], [-1.952, 2.285, 1.734], [-0.424, 2.626, 0.984], [-1.823, 2.817, -0.124], [-1.163, -1.060, 1.880], [0.474, -0.283, 1.882], [-0.763, 0.562, 2.740], [-2.168, -0.813, -0.593]], "forces_ev_per_angstrom": [[-1.828, 0.494, 0.453], [0.864, 0.832, -0.337], [-0.310, -2.027, -0.174], [-0.204, 1.322, -0.644], [0.607, 0.325, 0.388], [2.031, -0.735, 0.740], [0.516, -0.140, -0.573], [-0.007, 0.728, 0.028], [-1.951, -0.102, -0.446], [0.415, -0.731, 0.414], [0.799, 2.064, 0.202], [-1.306, -2.246, 1.409], [-1.891, 2.987, -1.406], [-0.227, -1.625, -0.457], [-0.922, 0.469, 0.861], [-0.186, 0.509, -1.004], [1.219, 0.231, -0.887], [0.629, -0.709, -1.400], [1.151, 0.260, 0.337], [1.244, -2.690, 2.430], [0.852, 1.116, 0.709], [-0.367, 0.012, -0.196], [-0.523, -0.306, -0.252], [-0.605, -0.039, -0.195]], "lowdin_spin": [0.2688, 0.0312, 0.1089, 0.2730, 0.2855, 0.0053, 0.0104, 0.0151, 0.0003, 0.0015, 0.0000, 0.0000, 0.0000, 0.0000, 0.0000, 0.0000, 0.0000, 0.0000, 0.0000, 0.0000, 0.0000, 0.0000, 0.0000, 0.0000], "homo_energy_ev": [-10.591, -10.470], "spin_multiplicity": 2, "homo_lumo_gap_ev": [11.348, 7.416], "s_squared": 0.756, "total_energy_ha": -426.06700, "lumo_energy_ev": [0.757, -3.054]}